1.
Entry from the OMol25 dataset: 2 unconnected molecules or ions with the total composition C11H15NO in a non-equilibrium geometry (ωB97M-V/def2-TZVPD).

Structure (XYZ):
```
28
Properties=species:S:1:pos:R:3:mulliken_charge:R:1
C -1.31 -1.76 2.50 -0.468
C 0.01 -1.20 2.00 -0.166
O -1.72 -2.93 1.75 -0.512
H -1.11 -2.19 3.48 0.293
H -2.12 -1.03 2.51 0.244
H 0.54 -0.82 2.87 0.416
H -1.96 -2.67 0.85 0.279
H -0.12 -0.50 1.19 -0.513
H 0.72 -1.97 1.66 0.307
C 1.64 1.77 1.19 -1.294
C 0.25 0.86 -0.80 0.745
C 1.46 1.02 -0.06 0.703
C 0.56 0.19 -1.99 -0.230
C 2.46 0.44 -0.87 -0.496
C -1.07 1.02 -0.41 0.030
C -0.34 0.06 -3.00 -0.760
C -2.05 0.81 -1.39 -0.893
C -1.67 0.44 -2.66 -0.287
N 1.97 0.03 -1.99 0.057
H -1.31 1.29 0.60 0.511
H 0.89 1.40 1.89 0.319
H 1.38 2.83 1.10 0.319
H 3.54 0.45 -0.75 0.471
H 2.50 -0.29 -2.79 0.234
H -0.26 -0.44 -3.95 0.406
H -3.06 1.08 -1.13 0.470
H -2.43 0.43 -3.43 0.433
H 2.61 1.67 1.65 0.383
```

## Properties
Charge: +1
2S+1: 2
Electronic energy, eV: -15179.85438
Energy above the lowest of the compared OMol25 structures with the same formula, charge and spin, eV: 0.909
Molar mass, g/mol: 177.247


2.
Entry from the OMol25 dataset: C11H15NO2S in the gas phase in a non-equilibrium geometry (ωB97M-V/def2-TZVPD).

Structure (XYZ):
```
30
Properties=species:S:1:pos:R:3:mulliken_charge:R:1
C 2.86 -2.15 -0.14 -1.408
C 2.62 -0.70 0.43 0.574
C 3.91 -0.05 1.05 -1.513
C 2.13 0.21 -0.68 -1.161
S 1.24 1.65 -0.07 0.693
O 1.89 2.36 0.96 -0.658
N -0.19 1.27 0.22 -0.434
C -1.00 0.89 -0.87 0.548
O -0.51 0.94 -1.96 -0.660
C -2.34 0.41 -0.46 0.261
C -2.68 0.61 0.85 -0.292
C -4.01 0.28 1.27 -0.480
C -4.86 -0.26 0.39 -0.200
C -4.55 -0.46 -0.90 -0.533
C -3.24 -0.11 -1.37 -0.288
H 3.63 -2.04 -0.87 0.360
H 1.94 -2.64 -0.51 0.393
H 3.25 -2.87 0.73 0.323
H 1.98 -0.64 1.29 0.256
H 4.70 0.22 0.44 0.447
H 3.54 0.84 1.57 0.398
H 4.32 -0.70 1.83 0.375
H 1.60 -0.32 -1.35 0.683
H 3.05 0.58 -1.14 0.469
H 1.13 2.65 -1.16 0.197
H -2.08 1.18 1.49 0.518
H -4.29 0.71 2.35 0.210
H -5.90 -0.66 0.76 0.219
H -5.13 -0.93 -1.65 0.409
H -3.02 -0.29 -2.49 0.295
```

## Properties
SMILES: CC(C)C[S@H](=O)=NC(=O)c1ccccc1
Electronic energy, eV: -28067.34196
Energy above the lowest of the compared OMol25 structures with the same formula, charge and spin, eV: 2.621
Molar mass, g/mol: 225.313


3.
Entry from the OMol25 dataset: a molecular structure, C11H15OP in a non-equilibrium geometry (ωB97M-V/def2-TZVPD).

Structure (XYZ):
```
28
Properties=species:S:1:pos:R:3:mulliken_charge:R:1
C 1.59 -0.62 1.45 -0.466
C 1.69 -1.80 0.50 -0.654
C 1.16 0.57 1.03 -0.634
C -1.57 1.39 -0.37 -0.660
C 1.04 -1.60 -0.67 0.844
C -0.32 1.85 -0.26 0.457
C 0.82 0.92 -0.34 0.803
C 0.47 -0.28 -1.14 -1.039
C 0.78 -2.66 -1.64 -1.734
C -0.06 3.32 -0.04 -1.620
C -1.85 -0.85 1.45 -0.961
O -2.73 -0.85 -1.32 -0.764
P -1.72 -0.36 -0.35 0.917
H 1.58 -0.72 2.55 0.438
H 2.04 -2.72 0.90 0.459
H 1.10 1.35 1.80 0.223
H -2.49 2.05 -0.24 0.332
H 1.65 1.50 -0.84 0.412
H 0.31 -0.25 -2.26 0.378
H 1.64 -2.83 -2.30 0.343
H -0.09 -2.57 -2.24 0.391
H 0.69 -3.64 -1.20 0.424
H 0.04 3.90 -0.95 0.299
H 0.78 3.42 0.61 0.386
H -0.87 3.80 0.47 0.477
H -0.86 -0.82 2.03 0.229
H -2.34 0.15 1.86 0.315
H -2.48 -1.66 1.53 0.404
```

## Properties
Electronic energy, eV: -22984.37880
Energy above the lowest of the compared OMol25 structures with the same formula, charge and spin, eV: 0.792
Molar mass, g/mol: 194.214


4.
Entry from the OMol25 dataset: C11H15PSi in the gas phase in a non-equilibrium geometry (ωB97M-V/def2-TZVPD).

Structure (XYZ):
```
28
Properties=species:S:1:pos:R:3:mulliken_charge:R:1
C 1.40 2.67 -2.34 -1.105
Si 1.20 1.13 -1.19 0.292
C 0.70 -0.54 -1.95 -1.163
C 2.81 0.80 -0.23 -1.285
C 0.00 1.66 0.14 0.400
C -1.08 2.19 0.69 -0.606
P -0.17 1.29 1.98 -0.312
C -1.08 -0.36 1.89 0.297
C -2.46 -0.57 1.97 -0.281
C -2.96 -1.83 1.73 -0.694
C -2.17 -2.87 1.26 -0.325
C -0.75 -2.68 1.21 -0.669
C -0.28 -1.40 1.50 -0.209
H 2.43 2.76 -2.76 0.326
H 0.61 2.80 -3.07 0.319
H 1.38 3.50 -1.67 0.322
H -0.31 -0.83 -1.97 0.406
H 0.98 -0.30 -2.94 0.367
H 1.25 -1.39 -1.60 0.349
H 3.36 0.20 -0.82 0.454
H 3.42 1.57 0.10 0.401
H 2.57 0.08 0.53 0.355
H -1.99 2.52 0.43 0.477
H -2.96 0.36 2.20 0.381
H -3.99 -1.89 1.72 0.403
H -2.52 -3.85 0.86 0.332
H -0.15 -3.51 0.90 0.411
H 0.75 -1.51 1.43 0.358
```

## Properties
SMILES: C[Si](C)(C)C1=CP1c1ccccc1
Electronic energy, eV: -28814.24006
Energy above the lowest of the compared OMol25 structures with the same formula, charge and spin, eV: 0.000
Molar mass, g/mol: 206.301


5.
Entry from the OMol25 dataset: a molecular structure, C11H16BClN6Pd in a non-equilibrium geometry (ωB97M-V/def2-TZVPD).

Structure (XYZ):
```
36
Properties=species:S:1:pos:R:3:mulliken_charge:R:1
H 1.12 3.60 1.02 0.460
N 0.75 2.04 -0.29 -0.055
B 0.13 0.51 -2.25 0.045
N 0.50 1.92 -1.66 0.070
C 0.77 3.11 -2.24 -0.073
Pd 1.07 0.67 1.26 0.820
H 0.69 3.21 -3.31 0.491
C 1.13 4.02 -1.24 -0.986
H 1.44 5.04 -1.33 0.409
C 1.04 3.32 -0.02 -0.125
H 0.14 0.56 -3.44 -0.015
C -2.24 -2.56 3.99 -0.928
H -1.92 -3.27 4.75 0.306
H -1.38 -2.26 3.39 0.085
H -2.99 -3.03 3.35 0.270
N -1.30 0.09 -1.76 0.343
N 1.14 -0.54 -1.69 -0.150
N -1.43 -0.04 -0.38 -0.231
N 1.41 -0.66 -0.33 0.114
C -2.47 -0.26 -2.34 0.000
C 1.85 -1.47 -2.35 -0.082
H -2.59 -0.24 -3.42 0.485
H 1.79 -1.51 -3.43 0.469
C -3.38 -0.60 -1.34 -0.667
C 2.55 -2.23 -1.41 -1.069
C -2.66 -0.44 -0.13 -0.165
C 2.19 -1.73 -0.15 -0.074
H -4.39 -0.93 -1.43 0.449
H 3.24 -3.03 -1.60 0.419
H -3.01 -0.60 0.88 0.518
H 2.39 -2.08 0.86 0.371
H -2.65 -1.69 4.45 0.283
Cl 1.81 -1.22 3.62 0.029
C 1.66 0.46 3.10 -0.593
H 0.93 0.97 3.75 0.382
H 2.66 0.88 3.11 0.396
```

## Properties
Charge: +2
2S+1: 5
Electronic energy, eV: -37264.48204
Energy above the lowest of the compared OMol25 structures with the same formula, charge and spin, eV: 0.000
Molar mass, g/mol: 384.976


6.
Entry from the OMol25 dataset: 3 unconnected molecules or ions with the total composition C11H16BFO7 in a non-equilibrium geometry (ωB97M-V/def2-TZVPD).

Structure (XYZ):
```
36
Properties=species:S:1:pos:R:3:mulliken_charge:R:1
O 1.34 -2.05 1.41 -0.482
C 2.31 -1.39 1.62 0.370
O 3.57 -1.61 1.16 -0.275
C 4.42 -1.11 2.17 0.011
O 5.50 -1.55 2.40 -0.491
C 3.67 -0.03 2.86 0.354
C 4.33 0.96 3.75 -0.598
B 3.99 2.47 3.39 0.451
O 4.87 3.23 2.64 -0.507
O 2.84 3.03 3.87 -0.501
C 2.40 -0.19 2.53 0.706
F 1.37 0.51 2.92 -0.232
H 5.39 0.76 3.77 0.319
H 3.96 0.78 4.76 0.255
H 4.93 2.86 1.76 0.305
H 2.24 3.32 3.18 0.317
C -3.57 -0.14 -0.17 -1.050
C -2.25 0.31 0.40 0.844
C -1.35 -0.76 0.99 -0.736
O -1.91 1.47 0.38 -0.577
H -4.11 0.72 -0.56 0.281
H -3.41 -0.85 -0.98 0.193
H -4.17 -0.61 0.62 0.381
H -1.10 -1.50 0.23 0.357
H -1.86 -1.26 1.82 0.354
H -0.45 -0.30 1.35 -0.053
C -3.45 -1.99 -4.80 -1.135
C -3.66 -0.57 -4.34 0.856
C -2.94 0.51 -5.11 -1.120
O -4.37 -0.31 -3.40 -0.536
H -4.02 -2.67 -4.16 0.294
H -3.79 -2.11 -5.83 0.361
H -2.39 -2.25 -4.74 0.317
H -3.26 0.50 -6.15 0.345
H -1.87 0.35 -5.06 0.319
H -3.18 1.48 -4.67 0.300
```

## Properties
SMILES: O=C1OC(=O)C(CB(O)O)=C1F.CC(C)=O.CC(C)=O
Electronic energy, eV: -29394.43583
Molar mass, g/mol: 290.052